Computed, not measured: a single C4H8O3 molecule in a non-equilibrium geometry, with ωB97M-V with the def2-TZVPD basis set.

```
15
Properties=species:S:1:pos:R:3:forces:R:3
O -3.0451 -0.1442 0.7878 -2.2 1.2 1.7
C -2.1172 -0.4589 0.1484 3.3 0.7 -1.5
O -2.0490 -1.6538 -0.4330 -1.1 -1.3 -0.6
C -0.8619 0.4432 -0.1817 0.5 -1.5 0.2
C 0.5545 -0.2526 0.0241 -1.0 -0.7 0.1
C 1.6368 0.8447 0.2552 0.6 -2.9 0.7
O 2.9690 0.2699 0.3166 -0.9 0.6 1.6
H -2.9697 -2.0365 -0.3312 1.4 0.3 0.0
H -0.9008 0.6671 -1.2771 -0.3 0.5 1.1
H -0.8527 1.2833 0.5287 -0.6 0.1 -0.8
H 0.7880 -0.8740 -0.8838 -0.1 0.6 0.8
H 0.4554 -1.0052 0.8807 0.6 1.2 -0.9
H 1.4638 1.3644 1.1825 0.0 0.0 0.5
H 1.6684 1.5694 -0.4851 -0.5 1.4 -1.7
H 3.2605 -0.0167 -0.5322 0.0 -0.2 -1.0
```
Forces are in eV/Å.

## Properties
* lowest unoccupied orbital energy: 0.0248 hartree
* largest force on an atom: 3.678 eV Å⁻¹
* SMILES string: O=C(O)CCCO

Results of the natural (NBO) charge analysis, in e, for atoms 1 through 2: -0.585 0.802

Computed, not measured: a single C5H10S2 molecule in a non-equilibrium geometry, with ωB97M-V with the def2-TZVPD basis set.

```
17
Properties=species:S:1:pos:R:3:forces:R:3
C -0.9750 -2.2002 -0.3392 -3.1 1.8 -0.7
S -1.2386 -0.6588 0.7263 -1.1 -2.4 0.1
C 0.0184 0.4303 0.2439 3.1 -1.5 -1.3
C -0.0238 0.6992 -1.3234 0.2 -1.3 1.7
C -0.2181 1.6924 1.0575 1.9 0.5 0.9
C 1.6810 -0.2959 0.7395 -3.6 3.5 -2.7
S 2.9412 0.2815 -0.0006 0.9 -0.3 -0.1
H 0.0121 -2.5011 -0.2498 2.1 -0.3 -0.4
H -1.3797 -1.9750 -1.4412 1.1 -0.8 2.5
H -1.5378 -3.0009 0.1859 -0.1 0.6 -0.6
H -0.8295 0.1773 -1.8470 -0.2 0.6 0.4
H 0.8532 0.4628 -1.8865 1.0 -0.4 0.1
H -0.0432 1.7371 -1.2697 -0.7 1.9 -1.1
H 0.1732 2.6171 0.5479 0.0 -1.0 0.6
H -1.2655 1.8686 1.1923 -0.8 0.0 0.1
H 0.2587 1.5504 2.0829 -0.6 0.5 -1.2
H 1.5735 -0.8849 1.5813 0.0 -1.5 1.7
```
Forces are in eV/Å.

## Properties
* lowest unoccupied orbital energy: -0.0074 hartree
* largest force on an atom: 5.724 eV Å⁻¹
* SMILES string: CSC(C)(C)C=S

Results of the natural (NBO) charge analysis, in e, for atoms 1 through 2: -0.722 0.210

Computed, not measured: a molecular structure, C20H27AsF6N5O2S2SbZn, with ωB97M-V with the def2-TZVPD basis set.

```
65
Properties=species:S:1:pos:R:3:forces:R:3
Zn 0.8048 0.9359 -0.0797 -0.2 0.2 0.9
O -0.0874 4.7776 0.7246 0.2 -0.2 -0.2
C 0.1807 3.6803 0.2600 0.1 -0.2 -0.1
O 0.9751 2.7896 0.7360 -0.3 0.4 -0.4
C -0.5560 3.2532 -1.0081 -0.1 -0.3 0.1
C -1.1158 4.1880 -1.8611 -0.1 0.1 -0.1
C -1.7900 3.7452 -2.9846 0.0 0.0 0.0
C -1.9332 2.3775 -3.1974 -0.1 0.1 -0.1
C -1.3610 1.5105 -2.2928 0.2 0.0 0.2
N -0.6676 1.9337 -1.2265 0.1 0.2 -0.3
H -1.0004 5.2387 -1.6291 0.0 -0.1 0.0
H -2.2095 4.4568 -3.6871 0.0 -0.1 0.1
H -2.4678 1.9948 -4.0585 0.0 0.0 0.1
H -1.4449 0.4326 -2.4132 0.1 0.1 0.0
F 2.9633 0.8414 0.6532 -0.2 0.3 -0.2
Sb 4.0066 1.8306 -0.6684 0.2 -0.4 -0.3
F 2.3449 1.8445 -1.6480 -0.4 -0.1 0.1
F 3.6651 3.5387 -0.0132 -0.3 0.2 0.2
F 4.8289 2.5395 -2.1879 0.2 0.1 0.1
F 5.4420 1.6971 0.5114 0.3 -0.1 0.0
F 4.3133 0.1073 -1.3868 0.0 -0.2 -0.1
S -1.2117 -2.2242 -1.1690 0.1 0.0 0.2
C -2.9081 -2.6117 -1.0657 -0.1 0.1 0.0
N -3.6238 -2.7874 -2.1627 -0.1 -0.2 -0.2
C -5.0500 -3.1495 -2.1488 0.0 0.1 0.1
C -5.6856 -2.6103 -0.8798 0.1 0.1 0.0
C -4.8837 -3.0708 0.3260 0.1 0.1 -0.1
N -3.4729 -2.7027 0.1227 -0.1 -0.2 0.2
H -3.1210 -2.7832 -3.0368 0.0 0.0 0.0
H -5.1426 -4.2343 -2.1971 0.0 -0.1 0.0
H -5.5190 -2.7315 -3.0346 0.0 0.1 -0.1
H -6.7120 -2.9597 -0.8001 0.0 0.0 0.0
H -5.6982 -1.5191 -0.9131 -0.1 0.0 0.0
H -4.9666 -4.1476 0.4684 0.0 -0.1 0.0
H -5.2293 -2.5839 1.2327 0.0 0.0 0.1
H -2.8747 -2.5500 0.9224 0.0 0.1 0.0
C 2.7896 2.3777 3.0020 0.1 0.1 -0.1
As 0.9844 1.8200 3.2897 -0.3 0.1 0.4
C 1.0686 1.0213 5.0411 0.1 0.0 0.0
C -0.0751 3.3884 3.5534 0.1 0.1 0.0
S -0.0761 0.3453 2.1563 0.1 -0.3 -0.5
H 3.0398 2.9384 3.9016 0.1 0.0 0.1
H 2.8526 3.0145 2.1243 0.0 -0.1 0.1
H 3.4365 1.5151 2.8994 0.1 -0.1 0.0
H 1.4272 1.7523 5.7644 0.0 0.0 0.0
H 1.7532 0.1780 5.0106 0.0 -0.1 0.0
H 0.0804 0.6739 5.3246 -0.1 0.0 0.0
H 0.3547 3.9427 4.3876 0.0 0.0 0.0
H -1.0848 3.0764 3.7934 -0.1 0.0 0.1
H -0.0648 3.9980 2.6524 0.0 0.0 0.1
N 2.3944 -1.9424 -2.5765 -0.2 -0.1 0.2
C 1.6816 -0.8526 -2.2726 0.0 0.0 0.0
N 1.2895 -0.8352 -1.0070 0.2 -0.2 -0.2
C 1.7910 -2.0089 -0.4419 -0.2 0.1 -0.1
C 1.6743 -2.5341 0.8559 -0.1 0.0 -0.1
C 2.3095 -3.7339 1.1108 0.0 -0.1 -0.1
C 3.0378 -4.4104 0.1179 0.0 0.0 0.1
C 3.1417 -3.9136 -1.1723 0.0 -0.1 -0.1
C 2.4993 -2.7156 -1.4249 0.0 0.2 -0.1
H 2.8372 -2.1210 -3.4609 0.1 0.0 0.0
H 1.4639 -0.0725 -2.9899 0.1 0.0 0.1
H 1.1191 -2.0095 1.6202 0.0 0.1 0.0
H 2.2502 -4.1640 2.1037 0.0 0.0 -0.1
H 3.5330 -5.3406 0.3706 0.0 0.1 0.0
H 3.6993 -4.4354 -1.9412 0.0 0.0 0.1
```
Forces are in eV/Å.

## Properties
* lowest unoccupied orbital energy (alpha / beta): -0.1033 / -0.2607 hartree
* 2S+1: 2
* largest force on an atom: 0.992 eV Å⁻¹
* charge: +1

Results of the natural (NBO) charge analysis, in e, for atoms 1 through 2: 1.675 -0.633

Computed, not measured: a molecular structure, C33H30N4Ni, with ωB97M-V with the def2-TZVPD basis set.

```
68
Properties=species:S:1:pos:R:3:forces:R:3
Ni 0.2370 0.0562 0.1845 0.7 0.0 0.1
C -0.5683 -3.7400 2.0100 0.0 0.0 0.0
C 0.2866 -3.6837 3.1028 0.0 0.0 0.0
C 0.9774 -2.5176 3.3640 0.0 0.0 0.0
C 0.8108 -1.4158 2.5252 0.0 0.0 0.0
N 0.0011 -1.4934 1.4518 0.2 0.1 -0.2
C -0.6710 -2.6186 1.2111 -0.1 0.0 0.1
C 1.4914 -0.1237 2.6740 0.1 0.1 -0.1
C 2.3157 0.1745 3.7582 0.0 0.0 0.0
C 2.9600 1.3971 3.8115 0.0 0.0 0.1
C 2.7811 2.3123 2.7826 0.0 0.1 0.0
C 1.9512 2.0163 1.7109 0.0 -0.1 0.0
C 1.2790 0.7953 1.6291 -0.6 0.2 0.0
H -1.1276 -4.6321 1.7699 0.0 0.0 0.0
H 0.4131 -4.5461 3.7445 0.0 0.0 0.0
H 1.6515 -2.4567 4.2061 0.0 0.0 0.0
H -1.3062 -2.6133 0.3343 0.0 0.0 0.0
H 2.4559 -0.5337 4.5658 0.0 0.0 0.0
H 3.5969 1.6387 4.6522 0.0 0.0 0.0
H 3.2882 3.2690 2.8248 0.0 0.0 0.0
H 1.8175 2.7525 0.9282 0.0 0.0 0.0
C 5.1590 -2.2291 -4.0382 0.0 0.0 0.0
C 4.2130 -1.4815 -4.9317 0.0 0.0 0.0
C 4.4997 -1.2769 -6.2739 0.0 0.0 0.0
C 3.6342 -0.5787 -7.1023 0.0 0.0 0.0
C 2.4443 -0.0922 -6.5884 0.0 0.0 0.0
C 2.1242 -0.3004 -5.2568 0.0 0.0 0.0
C 3.0094 -0.9759 -4.4237 0.1 0.0 -0.1
N 2.7202 -1.2154 -3.0673 0.0 -0.1 0.1
C 1.8828 -0.4830 -2.2483 0.0 0.0 0.1
N 1.8716 0.8442 -2.4894 0.2 -0.1 0.0
C 1.0486 1.8681 -1.9595 -0.3 0.1 0.1
C 0.2141 1.6519 -0.8582 0.3 -0.1 0.2
C -0.5735 2.7422 -0.4622 0.0 -0.1 0.0
C -0.5268 3.9660 -1.1026 0.0 0.0 0.0
C 0.3449 4.1484 -2.1669 0.0 0.0 0.0
C 1.1428 3.1094 -2.6161 -0.1 0.0 0.1
C 2.0782 3.3317 -3.7737 0.0 0.0 0.0
N 1.2272 -1.0506 -1.2855 -0.4 0.0 -0.1
C 1.3016 -2.4611 -1.1720 0.0 -0.1 -0.1
C 0.3287 -3.2392 -1.7999 0.1 0.0 0.0
C 0.3257 -4.6156 -1.6646 0.0 0.0 0.0
C 1.2970 -5.2306 -0.8882 0.0 0.0 0.0
C 2.2646 -4.4598 -0.2647 0.0 0.0 0.0
C 2.2949 -3.0736 -0.3939 -0.1 0.0 -0.1
C 3.3757 -2.2763 0.2790 0.0 0.0 0.1
H 6.0917 -2.4395 -4.5572 0.0 0.0 0.0
H 4.7399 -3.1867 -3.7164 0.0 0.0 0.0
H 5.3843 -1.6553 -3.1379 0.0 0.0 0.0
H 5.4289 -1.6644 -6.6717 0.0 0.0 0.0
H 3.8864 -0.4221 -8.1418 0.0 0.0 0.0
H 1.7498 0.4397 -7.2242 0.0 0.0 0.0
H 1.1773 0.0499 -4.8669 0.0 0.0 0.0
H 2.8983 -2.1524 -2.7383 0.0 0.0 0.0
H 2.5044 1.1350 -3.2163 0.0 0.0 0.0
H -1.2298 2.6300 0.3942 0.0 0.0 0.0
H -1.1480 4.7857 -0.7650 0.0 0.0 0.0
H 0.4097 5.1109 -2.6599 0.0 0.0 0.0
H 2.0115 4.3617 -4.1181 0.0 0.0 0.0
H 1.8446 2.6881 -4.6257 0.0 0.0 0.0
H 3.1216 3.1507 -3.4996 0.0 0.0 0.0
H -0.4274 -2.7376 -2.3920 0.0 0.0 0.0
H -0.4346 -5.2058 -2.1592 0.0 0.0 0.0
H 1.3005 -6.3061 -0.7687 0.0 0.0 0.0
H 3.0221 -4.9394 0.3446 0.0 0.0 0.0
H 3.5684 -2.6627 1.2801 0.0 0.0 0.0
H 3.1045 -1.2269 0.3679 0.0 0.1 0.0
H 4.3125 -2.3399 -0.2799 0.0 0.0 0.0
```
Forces are in eV/Å.

## Properties
* lowest unoccupied orbital energy (alpha / beta): 0.0166 / 0.0189 hartree
* largest force on an atom: 0.707 eV Å⁻¹

Results of the natural (NBO) charge analysis, in e, for atoms 1 through 2: 0.884 -0.275